1.
C11H6CoN2O6 as an isolated structure. Source: the OMol25 dataset; level of theory: ωB97M-V/def2-TZVPD.

Last column: Löwdin charge in e.
CARTESIAN COORDINATES (ANGSTROEM)
O: -2.581 8.085 0.911  0.03
C: -2.204 7.011 0.802  -0.02
Co: -0.835 2.236 0.233  0.38
O: 0.563 2.228 2.761  0.26
C: -0.008 2.237 1.758  -0.12
C: -1.572 2.106 -1.291  -0.16
O: -2.082 2.024 -2.320  0.27
C: 0.616 2.709 -0.579  -0.13
O: 1.599 3.006 -1.114  0.25
C: -2.203 1.645 1.051  -0.15
O: -3.148 1.261 1.598  0.26
N: 2.305 -4.362 -0.258  0.49
C: 1.010 -4.036 -0.536  -0.29
O: 0.187 -4.866 -0.901  0.35
C: 0.678 -2.591 -0.336  -0.04
C: 1.579 -1.622 0.108  0.16
C: 1.163 -0.296 0.262  0.07
N: -0.095 0.020 -0.009  0.10
C: -1.003 -0.851 -0.430  0.08
C: -0.630 -2.184 -0.606  0.19
H: 2.591 -5.310 -0.424  0.20
H: 3.015 -3.687 -0.045  0.16
H: 2.605 -1.831 0.352  0.15
H: 1.852 0.483 0.600  0.17
H: -2.030 -0.532 -0.636  0.17
H: -1.373 -2.883 -0.949  0.17

Output
2S+1   5
<S²>   6.07
Highest occupied orbital energy (spin up / spin down)   -16.876 / -18.883 eV
Frontier orbital gap (spin up / spin down)   3.1 / 1.6 eV
Charge   +3

---

2.
C11H7EuN2O6 as an isolated structure. Source: the OMol25 dataset; level of theory: ωB97M-V/def2-TZVPD.

Last column: Löwdin charge in e.
CARTESIAN COORDINATES (ANGSTROEM)
O: 1.973 -2.739 -4.635  0.03
C: 1.805 -2.503 -3.534  -0.03
Eu: 0.223 -0.305 0.032  1.20
C: 0.063 0.071 2.084  -0.28
O: -0.044 0.117 3.219  0.15
C: -1.085 1.645 -0.389  -0.14
O: -1.756 2.554 -0.631  0.16
C: -1.677 -1.273 -0.318  -0.24
O: -2.626 -1.867 -0.499  0.17
C: 1.717 1.195 -0.214  -0.22
O: 2.626 1.821 -0.478  0.20
H: 0.030 -0.053 -1.940  -0.03
N: -4.550 2.131 5.738  0.28
C: -4.702 0.992 4.996  -0.29
O: -5.422 0.070 5.357  0.41
C: -3.951 0.895 3.710  -0.09
C: -3.242 1.943 3.130  0.06
C: -2.408 1.690 2.051  -0.12
N: -2.392 0.481 1.524  -0.01
C: -2.998 -0.565 2.055  -0.09
C: -3.860 -0.368 3.119  0.06
H: -5.035 2.144 6.625  0.16
H: -3.940 2.899 5.525  0.14
H: -3.231 2.943 3.526  0.13
H: -1.769 2.510 1.716  0.12
H: -2.832 -1.588 1.710  0.12
H: -4.340 -1.250 3.503  0.14

Output
2S+1   7
Energy above the lowest of the compared OMol25 structures with the same formula, charge and spin   189.85 kcal per mole
<S²>   12.03
Highest occupied orbital energy (spin up / spin down)   -13.843 / -14.994 eV
Frontier orbital gap (spin up / spin down)   5.5 / 3.0 eV
Charge   +2

---

charge of number 1 (C11H6CoN2O6)?
+3